{
  "formula": "C46H66ClN3O5P2SiSr",
  "method": "ωB97M-V with the def2-TZVPD basis set",
  "elements": ["Sr", "C", "Si", "C", "C", "C", "C", "C", "C", "P", "C", "C", "C", "C", "C", "C", "C", "C", "C", "C", "C", "C", "C", "C", "C", "C", "C", "C", "P", "C", "C", "C", "C", "C", "C", "C", "C", "C", "C", "C", "C", "H", "H", "H", "H", "H", "H", "H", "H", "H", "H", "H", "H", "H", "H", "H", "H", "H", "H", "H", "H", "H", "H", "H", "H", "H", "H", "H", "H", "H", "H", "H", "H", "H", "H", "H", "H", "H", "H", "H", "H", "H", "H", "H", "H", "H", "H", "H", "H", "H", "H", "H", "H", "H", "H", "H", "O", "C", "C", "C", "C", "C", "C", "C", "N", "C", "C", "N", "H", "H", "H", "H", "H", "H", "H", "O", "H", "H", "O", "H", "H", "Cl", "O", "N", "O"],
  "positions_angstrom": [[0.192, -0.539, -1.408], [-1.169, 3.337, -1.284], [-1.279, 1.886, -0.020], [-3.214, 1.686, 0.162], [-4.100, 2.504, -0.557], [-5.468, 2.500, -0.343], [-6.013, 1.690, 0.644], [-5.172, 0.841, 1.344], [-3.801, 0.786, 1.080], [-2.773, -0.488, 1.932], [-3.301, -0.213, 3.694], [-2.798, 1.165, 4.166], [-2.687, 1.254, 5.696], [-3.719, 0.358, 6.371], [-3.439, -1.118, 6.042], [-2.797, -1.291, 4.655], [-3.521, -2.165, 1.573], [-4.934, -2.578, 2.032], [-6.048, -2.395, 1.003], [-5.669, -3.023, -0.332], [-4.390, -2.373, -0.844], [-3.232, -2.600, 0.122], [-1.046, 2.935, 1.620], [-2.025, 3.898, 1.924], [-1.978, 4.689, 3.057], [-0.917, 4.550, 3.943], [0.079, 3.635, 3.657], [0.038, 2.825, 2.514], [1.358, 1.603, 2.094], [1.721, 0.664, 3.674], [0.942, -0.656, 3.583], [1.227, -1.616, 4.733], [1.021, -0.948, 6.088], [1.860, 0.321, 6.186], [1.519, 1.293, 5.056], [2.919, 2.555, 1.780], [3.665, 3.357, 2.856], [3.197, 4.802, 3.025], [3.145, 5.532, 1.687], [2.247, 4.784, 0.706], [2.755, 3.364, 0.481], [-1.702, 4.250, -0.990], [-0.114, 3.598, -1.419], [-1.540, 3.014, -2.261], [-3.696, 3.179, -1.302], [-6.109, 3.149, -0.931], [-7.077, 1.704, 0.855], [-5.593, 0.204, 2.114], [-4.397, -0.214, 3.745], [-1.819, 1.374, 3.725], [-3.462, 1.942, 3.782], [-1.687, 0.939, 6.015], [-2.793, 2.295, 6.013], [-3.727, 0.509, 7.454], [-4.715, 0.637, 6.013], [-2.778, -1.548, 6.802], [-4.373, -1.686, 6.087], [-1.709, -1.211, 4.731], [-2.999, -2.297, 4.283], [-2.837, -2.755, 2.198], [-4.885, -3.652, 2.259], [-5.198, -2.090, 2.976], [-6.980, -2.812, 1.400], [-6.231, -1.336, 0.819], [-5.513, -4.104, -0.212], [-6.481, -2.895, -1.053], [-4.106, -2.759, -1.823], [-4.543, -1.301, -0.996], [-2.967, -3.664, 0.117], [-2.363, -2.067, -0.272], [-2.860, 4.025, 1.245], [-2.763, 5.414, 3.247], [-0.858, 5.155, 4.842], [0.909, 3.551, 4.346], [2.794, 0.444, 3.572], [-0.128, -0.416, 3.558], [1.151, -1.148, 2.632], [0.601, -2.506, 4.627], [2.265, -1.962, 4.662], [-0.036, -0.681, 6.208], [1.264, -1.637, 6.904], [1.701, 0.810, 7.154], [2.924, 0.059, 6.136], [0.471, 1.594, 5.167], [2.119, 2.201, 5.160], [3.572, 1.717, 1.509], [3.641, 2.829, 3.814], [4.721, 3.383, 2.554], [2.197, 4.833, 3.466], [3.864, 5.322, 3.722], [2.791, 6.557, 1.832], [4.157, 5.600, 1.267], [1.221, 4.767, 1.089], [2.215, 5.309, -0.253], [2.094, 2.825, -0.204], [3.729, 3.403, -0.019], [1.364, -2.580, -1.205], [2.430, -2.862, -1.890], [2.349, -3.136, -3.278], [3.463, -3.458, -4.023], [4.724, -3.540, -3.433], [4.830, -3.279, -2.078], [3.720, -2.943, -1.305], [3.910, -2.716, 0.132], [3.519, -1.705, 0.877], [4.021, -1.944, 2.132], [4.713, -3.115, 2.161], [4.635, -3.600, 0.876], [1.369, -3.079, -3.737], [3.351, -3.642, -5.086], [5.602, -3.770, -4.021], [5.806, -3.292, -1.602], [3.861, -1.258, 2.946], [5.225, -3.637, 2.950], [4.980, -4.474, 0.526], [0.180, -3.165, 1.335], [-0.490, -2.470, 1.359], [0.710, -2.990, 0.530], [4.655, 0.811, -0.505], [4.068, 0.128, -0.136], [4.182, 1.122, -1.299], [-2.029, -0.907, -3.065], [2.816, 1.862, -3.916], [2.863, 1.370, -2.811], [1.857, 0.668, -2.474]],
  "forces_ev_per_a": [[-0.31, 0.31, -0.02], [-0.04, 0.08, 0.05], [-0.23, -0.08, -0.07], [-0.03, -0.05, 0.11], [0.06, 0.00, -0.02], [-0.03, 0.00, -0.01], [0.00, -0.01, 0.00], [0.07, 0.03, 0.01], [-0.09, 0.02, 0.02], [0.06, 0.14, 0.03], [-0.07, 0.00, 0.03], [0.03, 0.00, 0.00], [0.03, 0.01, -0.01], [-0.03, 0.00, 0.00], [0.00, -0.02, 0.00], [0.02, 0.01, 0.00], [0.09, -0.09, 0.03], [0.01, -0.04, 0.00], [-0.01, 0.07, -0.03], [-0.02, 0.03, -0.02], [0.05, -0.02, -0.11], [-0.04, 0.08, -0.01], [0.04, 0.03, 0.07], [0.02, 0.02, -0.01], [0.01, 0.00, -0.04], [0.00, 0.00, 0.00], [0.03, -0.04, 0.08], [-0.04, -0.03, -0.05], [-0.13, -0.05, 0.02], [0.10, -0.03, 0.08], [-0.02, 0.03, -0.03], [0.03, 0.01, -0.02], [-0.01, -0.02, 0.01], [0.02, 0.00, 0.01], [-0.03, -0.02, 0.00], [0.06, 0.00, -0.09], [0.00, 0.01, 0.00], [-0.09, 0.04, 0.05], [0.03, 0.01, -0.01], [-0.04, 0.04, -0.03], [0.03, -0.04, -0.02], [-0.01, -0.01, -0.01], [-0.01, 0.00, 0.00], [0.02, -0.01, 0.00], [0.00, 0.00, 0.01], [0.00, 0.00, 0.01], [0.00, 0.01, 0.00], [-0.02, -0.01, -0.03], [0.00, -0.02, -0.01], [-0.01, 0.00, -0.02], [-0.02, -0.01, 0.02], [-0.02, 0.00, 0.00], [-0.01, 0.00, 0.01], [0.01, 0.00, 0.00], [0.00, 0.00, -0.01], [0.00, 0.01, 0.00], [0.00, 0.00, 0.00], [0.00, -0.01, 0.00], [-0.02, 0.00, -0.01], [0.02, 0.01, -0.04], [-0.02, 0.01, 0.02], [0.02, 0.04, -0.02], [0.02, -0.06, -0.01], [-0.02, 0.01, 0.03], [0.00, 0.01, 0.01], [0.00, 0.00, -0.01], [0.01, -0.02, 0.00], [-0.04, 0.02, 0.08], [-0.03, -0.01, 0.00], [0.04, -0.04, 0.02], [-0.04, -0.03, -0.02], [-0.01, -0.01, 0.01], [0.00, 0.00, 0.00], [-0.11, 0.04, -0.10], [-0.01, -0.03, 0.01], [0.01, 0.00, 0.00], [0.05, -0.01, 0.00], [-0.02, 0.00, 0.02], [0.01, 0.00, 0.00], [0.00, -0.01, 0.00], [0.01, 0.00, -0.01], [0.00, 0.01, 0.00], [-0.01, -0.01, -0.02], [0.02, -0.03, -0.01], [0.00, -0.05, 0.05], [0.00, 0.00, 0.02], [0.00, 0.01, -0.01], [-0.01, 0.01, 0.00], [0.12, 0.01, -0.05], [0.02, 0.00, -0.01], [-0.01, 0.00, 0.00], [0.00, -0.01, 0.00], [0.05, 0.00, 0.00], [-0.01, 0.00, 0.00], [0.01, 0.01, -0.02], [0.00, 0.03, 0.03], [0.16, -0.21, 0.15], [-0.08, -0.14, 0.04], [0.01, 0.02, 0.02], [-0.04, 0.00, -0.02], [0.03, 0.00, 0.00], [-0.02, 0.03, 0.02], [-0.02, -0.03, -0.02], [-0.01, -0.03, 0.01], [0.07, 0.11, -0.04], [-0.02, -0.02, 0.03], [-0.01, -0.03, -0.02], [0.00, 0.01, -0.01], [0.00, 0.01, 0.00], [0.01, 0.00, 0.00], [0.00, 0.00, 0.00], [0.01, -0.01, -0.01], [-0.03, 0.03, 0.01], [0.00, 0.00, 0.00], [0.02, -0.01, 0.02], [-0.04, 0.06, -0.05], [0.05, 0.01, 0.04], [0.00, -0.09, -0.01], [-0.15, -0.08, 0.07], [0.18, 0.03, -0.09], [0.00, -0.07, 0.02], [0.03, -0.09, 0.03], [0.09, 0.20, -0.31], [0.08, -0.06, 0.17], [0.15, 0.08, 0.01]],
  "lowdin_charge": [1.0217, -0.2774, 0.5361, -0.3143, -0.1161, -0.1024, -0.1097, -0.1337, -0.3632, 1.1082, -0.4630, -0.1980, -0.1930, -0.2089, -0.1913, -0.2041, -0.4415, -0.1971, -0.2149, -0.2117, -0.2259, -0.2194, -0.3101, -0.1130, -0.1001, -0.1017, -0.1436, -0.3745, 1.1123, -0.4338, -0.2402, -0.1961, -0.2111, -0.2011, -0.2164, -0.4465, -0.1879, -0.2085, -0.2103, -0.1985, -0.2131, 0.0092, 0.0019, 0.0169, 0.0818, 0.0902, 0.0889, 0.0839, 0.0888, 0.0785, 0.1114, 0.0904, 0.1050, 0.0982, 0.1072, 0.1008, 0.0998, 0.0845, 0.0973, 0.0807, 0.1119, 0.0892, 0.1022, 0.0821, 0.1078, 0.1020, 0.0842, 0.1049, 0.1187, 0.0506, 0.0898, 0.0915, 0.0922, 0.0702, 0.0923, 0.0778, 0.0749, 0.1088, 0.1014, 0.0875, 0.1021, 0.1022, 0.1110, 0.0947, 0.0877, 0.0769, 0.0860, 0.1147, 0.0799, 0.1012, 0.1002, 0.1085, 0.1023, 0.1090, 0.0850, 0.1130, -0.3267, -0.3911, -0.0192, -0.1120, -0.1330, -0.0691, -0.0994, -0.2887, 0.1256, -0.1438, -0.1059, 0.0957, 0.1119, 0.0920, 0.0797, 0.1028, 0.0761, 0.0915, 0.1457, -0.0828, -0.0151, -0.0065, -0.1018, -0.0099, -0.0134, -0.4192, -0.0924, -0.3078, -0.3993],
  "molar_mass_g_mol": 954.157,
  "e_above_lowest_kcal_mol": 17.09,
  "total_charge": -2,
  "orbital_gap_ev": 5.47,
  "lumo_energy_ev": 4.03,
  "energy_ev": -103300.4650
}